1.
Density functional theory data (wB97M-V/def2-TZVPD) for a molecular structure, C5H5ClN2OS in a non-equilibrium geometry.

Geometry as XYZ:
```
15
Properties=species:S:1:pos:R:3
Cl 1.55 -3.40 -1.38
N 0.36 0.41 0.72
N -1.06 -0.14 -1.08
C 0.55 1.33 1.60
H -1.85 0.17 -1.70
H 1.09 -1.27 0.38
C 0.47 -2.04 -0.41
H 1.49 1.49 2.31
C -0.48 0.76 -0.18
H -0.27 -2.72 0.29
S -1.04 2.36 0.11
C -0.34 -1.32 -1.52
O -0.64 -1.73 -2.57
C -0.12 2.56 1.47
H 0.30 3.53 1.96
```

## Properties
2S+1   1
Orbital gap   9.32 eV
LUMO   0.44 eV
ΔE to the lowest compared entry with this formula, charge and spin   217.4 kJ/mol
Total energy   -1236.577382 hartree

---

2.
Density functional theory data (wB97M-V/def2-TZVPD) for 2 unconnected molecules or ions with the total composition C5H14N2O in a non-equilibrium geometry.

Geometry as XYZ:
```
22
Properties=species:S:1:pos:R:3
C 1.67 0.20 1.37
H 0.95 2.98 -0.44
H 1.98 1.21 1.65
H -0.07 2.00 0.62
H -1.52 -0.68 -1.71
O 2.54 -0.63 -0.67
H -1.99 0.73 0.15
N -0.28 -1.87 -0.36
C 0.30 2.10 -0.40
H 2.43 -0.49 1.75
C -2.23 -0.32 0.32
H -1.90 -0.60 1.32
H 2.51 -0.45 -1.62
H -2.30 -2.06 -0.93
H -0.58 2.30 -1.03
N 0.98 0.94 -0.93
C 1.52 0.07 -0.12
H -3.33 -0.38 0.31
C -1.64 -1.21 -0.76
H -0.24 -2.01 0.65
H 0.72 -0.03 1.86
H 0.49 -1.80 -1.02
```

## Properties
2S+1   1
Orbital gap   9.34 eV
LUMO   0.97 eV
ΔE to the lowest compared entry with this formula, charge and spin   261.3 kJ/mol
Total energy   -383.601188 hartree

---

3.
Density functional theory data (wB97M-V/def2-TZVPD) for a molecular structure, C25H37IN2O7P2PrS in a non-equilibrium geometry.

Geometry as XYZ:
```
76
Properties=species:S:1:pos:R:3
Pr -0.46 -0.81 1.01
C -3.00 -2.88 0.04
H 3.41 -2.63 -0.23
H -3.15 0.69 -5.61
O 3.37 -1.12 -0.82
H -2.25 -0.63 -1.43
H 4.66 2.78 -3.45
H -3.57 -3.43 -0.72
C 3.77 -3.67 1.64
H 2.47 -3.79 0.07
O 2.00 0.21 0.78
H -0.93 -4.52 3.10
C 3.61 1.49 -2.15
C -1.21 1.58 -2.43
H -2.24 1.35 1.70
H 0.89 4.18 -2.15
H -0.19 3.06 1.71
C 2.83 3.67 -2.85
H 4.64 -3.07 1.85
C 1.64 3.44 -2.19
H 2.66 -0.73 3.16
I -0.02 0.22 3.93
C -2.12 5.76 0.71
C -2.62 -3.81 1.17
H -2.85 6.04 -1.26
C -0.78 3.76 1.05
H 2.26 -2.70 5.19
C 3.76 2.65 -2.91
H -3.60 -2.04 0.41
H -3.09 2.13 -1.67
N 2.59 -1.72 4.97
O 1.84 -4.03 3.59
C 2.42 1.23 -1.49
C 1.41 2.18 -1.54
H -4.34 1.54 -3.71
H 4.39 0.76 -2.20
C -0.93 3.46 -0.31
H 4.14 -1.65 3.65
O 1.02 -0.97 -1.14
H -0.80 0.44 -5.64
C -2.01 -1.65 -1.74
H 3.25 -1.52 5.76
O 1.43 -2.61 1.38
H -1.04 -3.03 3.99
H -2.93 -1.95 -2.31
C -1.23 0.81 -4.75
H -2.75 6.53 1.10
H 0.55 0.99 -3.61
H 4.01 -4.63 1.96
P -0.36 1.79 -0.83
C -1.57 -3.67 3.32
C -1.34 4.94 1.51
O -1.87 -2.99 2.11
C -2.58 1.67 -2.49
H -3.21 0.54 0.55
P 2.27 -3.04 2.55
H -3.53 -4.21 1.60
H -1.16 -1.72 -2.42
N 3.48 -3.62 0.20
H -2.03 -4.70 0.81
C -2.61 0.95 -4.76
C -3.29 1.44 -3.66
C -2.46 0.39 1.35
C -1.59 4.33 -1.20
O -1.76 -2.43 -0.57
H -1.29 5.22 2.56
C 3.03 -1.66 3.57
H 2.89 4.55 -3.48
C -0.53 1.08 -3.58
H -1.74 4.12 -2.25
H 1.81 -1.08 5.13
H -2.93 -0.18 2.18
C -2.22 5.46 -0.67
H -2.50 -4.02 3.82
S 2.18 -0.26 -0.62
H 4.02 -4.26 -0.36
```

## Properties
2S+1   3
Net charge   +1
Orbital gap (alpha / beta)   7.99 / 7.93 eV
LUMO (alpha / beta)   -2.25 / -2.24 eV
ΔE to the lowest compared entry with this formula, charge and spin   0.0 kJ/mol
Total energy   -3506.572426 hartree
⟨S²⟩   2.00

---

4.
Density functional theory data (wB97M-V/def2-TZVPD) for a molecular structure, C13H35O15P3 in a non-equilibrium geometry.

Geometry as XYZ:
```
66
Properties=species:S:1:pos:R:3
C -0.02 2.33 0.85
O 3.50 3.91 1.87
P 2.76 2.76 1.41
O 0.26 0.17 1.10
H 4.64 2.95 -1.12
O -1.33 -1.83 1.75
H 1.88 -2.43 -1.85
P -3.21 0.30 -2.60
C -0.70 0.93 -2.10
H 3.52 1.60 -1.73
H -2.58 -1.20 3.27
C 1.33 -0.70 3.13
H -1.05 0.71 -1.09
O 2.20 -2.74 2.05
C -1.72 -1.84 3.07
O -1.74 0.83 -3.05
H 3.19 2.29 4.57
H -1.99 -2.88 3.21
H 3.29 -0.93 2.03
C 3.70 2.41 -1.02
H 0.65 -1.38 3.63
H 0.11 1.27 1.07
H -2.33 -3.00 -2.96
C -2.38 -1.99 -3.38
H -0.68 2.69 1.64
H 0.01 -1.97 -2.26
O -3.79 1.09 -1.47
P -1.00 -0.50 0.75
O 3.42 1.79 0.22
O -3.13 -1.28 -2.49
H -1.40 -1.53 -3.33
H -0.02 0.09 -2.12
C 1.99 -2.79 0.67
O 2.10 -1.58 0.12
O 1.71 -3.85 0.11
O 1.30 3.14 0.84
C -5.52 0.18 -3.99
C 2.59 -1.47 2.67
H 0.50 -2.29 -0.64
H -2.47 2.54 0.92
C 2.31 -1.58 -1.31
H -2.75 -1.86 -4.40
H 3.23 -1.70 3.53
H 0.69 -0.29 2.35
C -0.38 -2.15 -1.26
C -2.31 1.70 0.24
H 4.46 1.92 3.50
C 3.43 1.63 3.73
H -0.61 2.37 -0.06
H -2.96 1.72 -0.64
H -5.67 -0.39 -4.91
H -1.30 1.80 -0.15
H 1.94 -0.64 -1.72
H 2.88 3.10 -1.19
H 1.66 -0.02 3.92
O 2.51 1.77 2.69
H -1.07 -2.99 -1.23
O -4.11 0.45 -3.97
H -0.80 -1.63 3.62
H -5.75 -0.48 -3.16
H -6.25 0.99 -3.95
O -2.24 0.50 0.93
H 3.38 -1.58 -1.48
O -1.06 -0.97 -0.76
H -0.25 1.92 -2.14
H 3.41 0.59 4.04
```

## Properties
2S+1   1
Orbital gap   8.94 eV
LUMO   0.29 eV
Total energy   -2668.780621 hartree

---

5.
Density functional theory data (wB97M-V/def2-TZVPD) for 2 unconnected molecules or ions with the total composition C12H22N2O5S.

Geometry as XYZ:
```
42
Properties=species:S:1:pos:R:3
O -5.38 -3.89 1.08
H -0.97 -2.12 0.41
H -5.01 0.54 1.68
H 5.26 1.95 1.92
C 6.03 1.65 1.21
C -4.49 -2.10 -0.57
H -6.04 -1.38 0.68
O -3.18 -2.89 1.51
H -0.71 0.88 -0.07
H 6.33 0.18 -0.34
C -4.37 -0.16 1.14
N 4.34 0.78 -0.40
O -3.46 -4.45 -0.36
H -3.56 -1.81 -1.04
C 3.64 -0.15 -1.13
C -0.88 -1.11 0.78
N 2.63 1.80 -1.24
H 5.33 -0.38 1.00
C -1.20 -0.07 -0.29
H 6.91 1.35 1.78
H -1.53 -1.03 1.65
C 1.65 2.84 -1.55
S -4.10 -3.48 0.52
O -2.60 0.16 -0.47
C 2.57 0.49 -1.66
H -3.95 -0.85 1.88
C 5.56 0.48 0.37
H 3.96 -1.18 -1.19
H 1.75 0.16 -2.28
H -0.86 -0.45 -1.25
H 4.02 2.87 -0.02
H 0.15 -0.94 1.12
H 2.14 3.65 -2.09
H -5.64 -0.28 -0.62
O -2.87 1.70 1.12
C 3.72 1.95 -0.49
H 6.30 2.50 0.59
H 0.87 2.41 -2.17
H -5.14 -2.51 -1.35
C -5.21 -0.95 0.13
H 1.21 3.21 -0.63
C -3.24 0.67 0.63
```

## Properties
2S+1   1
Orbital gap   5.53 eV
LUMO   -1.28 eV
ΔE to the lowest compared entry with this formula, charge and spin   0.0 kJ/mol
Total energy   -1354.278706 hartree

---

6.
Density functional theory data (wB97M-V/def2-TZVPD) for a molecular structure, C13H30AlF5N3O8S3.

Geometry as XYZ:
```
63
Properties=species:S:1:pos:R:3
H 1.55 6.41 1.50
C 1.06 -2.55 1.90
H 1.91 -2.10 0.13
H 5.91 3.59 0.16
S -3.91 -0.90 2.35
C 0.83 0.15 -0.69
H 1.53 0.90 -0.32
H 0.51 5.12 0.82
C 0.40 -0.78 0.43
F 1.32 -2.11 -6.73
O 2.56 3.21 0.48
H 0.31 -2.63 -2.03
C -5.02 -3.40 4.10
H 1.79 5.84 -0.19
C 5.12 4.58 1.89
H -0.85 -3.01 1.63
N 0.06 -3.47 1.50
O 3.95 5.12 1.22
H -4.21 -2.87 4.60
H -2.02 0.46 -2.67
S -0.65 -1.61 -5.00
H -0.82 1.50 -0.57
O -1.23 -2.70 -5.78
H -5.97 -2.99 4.45
Al -1.01 -1.91 -2.63
H 2.16 -1.79 3.17
F 1.86 0.39 -5.88
C 2.10 -0.65 -5.10
H -3.57 1.02 1.12
H -2.28 -2.89 -2.57
H 4.84 4.37 2.93
S 2.59 4.31 1.39
H -0.42 -1.42 0.07
O 2.39 4.07 2.79
H 5.82 5.42 1.88
C -4.30 0.21 1.05
O -0.90 -0.23 -5.40
H -4.97 -4.45 4.37
N 1.52 -1.60 0.93
H 1.36 -0.45 -1.45
C -4.91 -3.28 2.60
C -1.45 -0.10 -1.92
N 1.49 -2.55 3.09
O -4.07 -0.25 3.62
C 1.18 -1.84 -5.43
H -5.31 0.59 1.20
H 0.11 -3.59 0.49
C 5.69 3.37 1.20
C -0.37 0.84 -1.33
F 3.39 -1.00 -5.26
H 0.00 1.51 -2.12
H -4.19 -0.31 0.11
F 1.64 -2.90 -4.73
O -5.11 -1.92 2.13
C 1.50 5.56 0.82
O -2.68 -1.57 2.07
H 6.63 3.09 1.70
H -5.69 -3.84 2.09
H -3.94 -3.63 2.23
H 5.01 2.52 1.24
F 1.94 -0.28 -3.82
H -2.18 -0.36 -1.14
H 0.00 -0.20 1.27
```

## Properties
2S+1   1
Net charge   -1
Orbital gap   8.00 eV
LUMO   1.98 eV
Total energy   -3215.903028 hartree

---

7.
Density functional theory data (wB97M-V/def2-TZVPD) for a single C2H5OPS molecule in a non-equilibrium geometry.

Geometry as XYZ:
```
10
Properties=species:S:1:pos:R:3
S 0.93 0.05 0.59
O -1.27 0.23 -0.80
H 1.27 0.26 -1.78
C 1.46 0.91 -0.92
H -2.45 -1.72 0.85
P -1.76 -0.82 1.64
H -0.78 -1.73 2.02
H 2.51 1.12 -0.82
H 0.89 1.83 -1.02
C -0.79 -0.14 0.23
```

## Properties
2S+1   3
Orbital gap (alpha / beta)   6.34 / 6.58 eV
LUMO (alpha / beta)   0.78 / -2.81 eV
ΔE to the lowest compared entry with this formula, charge and spin   134.0 kJ/mol
Total energy   -893.817646 hartree
⟨S²⟩   2.01